13
Properties=species:S:1:pos:R:3:mulliken_charge:R:1 method="wB97M-V/def2-TZVPD" multiplicity=1 e_lumo_ev=-1.20 gap_ev=7.52 largest_force_ha_per_bohr=0.185
H 0.92 -3.58 -2.32 0.2241
H 1.61 -2.53 0.06 0.2665
O 0.32 -0.60 -0.83 -0.2362
N -0.91 1.06 2.09 -0.5140
C -0.06 -0.42 0.54 0.7723
C 0.57 -2.47 -2.35 -0.4960
H -1.02 0.32 2.68 0.2737
H -0.25 2.12 2.72 0.3635
H -0.32 -2.03 -3.49 0.2698
C -0.47 1.04 0.83 -0.0749
O -0.19 -1.33 1.30 -0.5228
S -0.13 2.27 -0.38 -0.1995
C 1.04 -1.91 -1.01 -0.1266

***

37
Properties=species:S:1:pos:R:3:mulliken_charge:R:1 method="wB97M-V/def2-TZVPD" multiplicity=1 e_lumo_ev=-1.20 gap_ev=7.43 largest_force_ha_per_bohr=0.039
F -1.51 4.75 1.17 -0.2898
H 1.49 2.47 -2.75 0.4032
C 0.98 -3.52 2.09 -0.7141
H 2.25 -1.70 -1.80 0.4557
F -1.08 2.49 0.68 -0.4312
H 0.31 -4.05 0.00 0.4249
H -5.06 -1.44 -0.67 0.4021
N -1.83 -0.95 -0.67 -0.0838
N 0.56 -1.32 1.75 -0.7658
H -0.35 -2.31 -1.53 -0.0732
N 0.67 -0.35 -1.37 0.2901
N 0.23 -2.02 0.61 0.6141
H 1.68 2.43 1.90 0.0181
H 3.45 2.16 1.98 0.2972
H 1.28 -1.96 3.67 0.3955
H -4.28 1.03 -1.47 0.3640
C 0.49 -3.35 0.80 -0.3141
F 0.67 4.05 0.72 -0.3436
N -2.32 0.30 -1.08 0.0266
H -2.76 -2.82 -0.18 0.4271
H 2.33 0.78 1.80 0.1383
C 1.87 -0.69 -1.89 -0.2099
C 0.99 -2.22 2.66 -0.2444
C -4.06 -1.07 -0.72 -0.9511
C -3.67 0.21 -1.11 -0.1234
B -0.68 3.88 0.51 0.5909
C 2.41 0.42 -2.51 -0.8896
Mg -1.31 2.09 -1.40 1.1786
N 0.40 0.97 -1.69 -0.0715
F -0.93 4.01 -1.02 -0.5279
B -0.33 -1.38 -0.73 -0.0064
H 2.40 1.64 3.32 0.2891
C 1.47 1.45 -2.37 -0.2789
C 2.47 1.75 2.26 -0.7265
C -2.88 -1.78 -0.48 -0.0737
H 3.34 0.49 -3.04 0.4093
H 1.30 -4.43 2.55 0.3939

***

55
Properties=species:S:1:pos:R:3:mulliken_spin:R:1 method="wB97M-V/def2-TZVPD" multiplicity=5 e_lumo_ev="0.40 / -1.24" gap_ev="5.11 / 6.28" largest_force_ha_per_bohr=0.080
H 0.64 1.44 0.46 0.2057
C 0.03 2.20 -3.27 0.0106
C 0.00 -0.68 -3.57 0.0156
H 0.40 -1.03 5.16 -0.0004
H 1.12 2.22 -3.17 0.0025
H -0.48 -1.63 -3.31 -0.0005
C -2.41 0.64 -2.87 0.0233
H -1.57 -1.11 4.03 -0.0007
H 0.09 3.76 -0.61 0.0375
C -1.69 2.95 0.56 0.7394
C 2.94 2.11 -0.16 0.0151
O -1.90 1.82 0.00 -0.0185
H -1.57 -0.63 2.31 0.0118
Os -0.22 0.46 -0.27 1.7224
H -0.16 -0.52 -4.64 0.0002
H 4.01 1.92 -0.05 0.0052
C -1.45 -4.83 -0.10 -0.1072
H -0.60 4.73 0.69 -0.0038
N 0.97 -0.70 4.34 0.0014
N -0.43 -1.32 -0.35 0.5763
C -1.49 -3.45 0.05 0.2091
C -1.94 2.99 2.07 -0.0204
O 0.83 0.06 2.23 0.0537
H -2.85 -0.23 -2.37 -0.0034
H 2.88 -1.25 4.86 0.0002
H 2.66 -0.30 3.34 0.0011
H 2.74 -0.61 0.02 0.0486
H -0.37 3.09 -2.77 0.0051
H 1.78 -5.19 -1.25 -0.0036
H -3.02 2.94 2.13 0.0348
Si 2.08 0.54 -0.71 0.0234
C -0.35 -2.63 -0.29 -0.1074
P -0.61 0.67 -2.47 0.1134
H -2.91 1.53 -2.49 -0.0034
H -1.46 3.85 2.54 -0.0005
H -1.47 2.10 2.54 0.0372
H 2.75 2.89 -0.91 0.0010
C -0.26 -5.45 -0.54 0.2117
H 2.50 2.40 0.81 0.0112
C 0.24 -0.42 3.23 -0.0120
H -2.35 -5.44 0.10 -0.0042
H 1.08 -0.82 -3.42 -0.0009
C 2.34 -0.44 4.37 -0.0008
H -0.24 -6.56 -0.66 0.0127
H -0.22 2.26 -4.33 0.0019
C 0.86 -3.31 -0.70 0.2083
H 2.49 0.39 -2.17 0.0024
H -1.51 4.53 -0.92 0.0345
H 1.69 -2.70 -1.01 0.0158
H -2.64 0.56 -3.94 0.0045
C -0.88 4.06 -0.14 -0.0175
H 2.56 0.44 4.98 0.0000
H -2.40 -2.92 0.28 0.0034
C 0.89 -4.69 -0.85 -0.1008
N -1.12 -0.68 3.23 0.0054

***

33
Properties=species:S:1:pos:R:3:mulliken_charge:R:1 method="wB97M-V/def2-TZVPD" multiplicity=1 e_lumo_ev=-0.57 gap_ev=7.91 largest_force_ha_per_bohr=0.274
H 2.51 -2.77 -1.29 0.3048
H 1.44 2.55 1.17 0.2600
H 2.10 4.14 -1.40 0.3297
H 3.90 -0.30 -0.05 0.3147
H -0.60 -1.92 0.95 0.1936
H 0.71 4.33 -0.82 0.3012
H -1.73 -1.52 -2.32 0.2736
O -3.79 0.98 1.79 -0.6000
O -2.49 -2.93 -0.43 -0.5813
H 0.47 -0.20 0.33 0.3452
O 2.35 -1.90 -1.67 -0.5740
H -0.98 0.16 0.03 0.2761
H -0.48 -2.37 -0.50 0.2024
O -0.08 0.33 -0.27 -0.6248
O 1.50 4.82 -1.08 -0.6339
H 2.18 -0.77 4.00 0.3005
O -2.64 2.28 -0.65 -0.5992
H 1.40 -1.78 -1.58 0.3042
H 2.42 -1.89 3.01 0.3037
O 2.58 -0.95 3.14 -0.5995
O -1.46 -0.60 -2.36 -0.5517
O 1.13 1.64 1.05 -0.5487
H -2.83 0.95 1.91 0.3053
O -1.13 -2.22 0.20 -0.5601
H -2.06 -3.28 -1.22 0.3250
H -1.88 1.78 -0.35 0.2865
H -4.12 0.28 2.37 0.3004
H 4.22 -0.55 -1.52 0.3083
H -2.65 -2.01 -0.64 0.3396
O 4.59 -0.63 -0.63 -0.6470
H -2.06 -0.15 -1.75 0.2760
H 0.38 1.73 0.46 0.3640
H -2.90 2.79 0.13 0.3055

***

24
Properties=species:S:1:pos:R:3:mulliken_charge:R:1 method="wB97M-V/def2-TZVPD" multiplicity=1 e_lumo_ev=-2.87 charge=+1 gap_ev=9.80 largest_force_ha_per_bohr=0.050
H 0.82 2.40 -2.67 0.4308
H 0.03 -4.09 3.40 0.3057
N -0.02 0.02 1.59 -0.2492
C -0.90 1.25 -1.85 -0.7484
C -0.11 -0.87 -0.69 -0.7215
N -1.14 0.14 -0.91 -0.1249
C 0.52 1.84 -1.79 -0.5880
H 0.66 0.62 1.07 0.2978
H -1.12 0.97 -2.88 0.3504
C -0.16 -1.28 0.79 -0.5523
O 0.44 -3.37 2.95 -0.6165
H 0.45 -0.16 2.47 0.3658
H -1.46 2.13 -1.55 0.3809
H 1.28 -3.67 2.57 0.3275
H 1.40 1.16 -1.78 0.2771
N 0.77 2.47 -0.43 -0.4875
H 1.54 3.10 -0.47 0.2124
H 0.84 -0.43 -0.97 0.3169
H -0.90 0.48 1.77 0.3481
H -2.08 -0.18 -1.08 0.2220
H -0.15 2.80 -0.18 0.2069
H -1.16 -1.63 1.02 0.3540
H -0.20 -1.73 -1.36 0.4272
H 0.67 -1.96 0.98 0.2649

***

44
Properties=species:S:1:pos:R:3:mulliken_charge:R:1 method="wB97M-V/def2-TZVPD" multiplicity=1 e_lumo_ev=2.50 charge=-1 gap_ev=7.64 largest_force_ha_per_bohr=0.026
C 3.40 -0.36 4.31 -0.3590
C -0.24 -1.04 -4.93 -0.6500
H 4.64 1.12 1.54 0.3796
F -4.93 1.67 -1.00 -0.2823
F -4.50 1.06 1.59 -0.2881
F -3.16 1.76 -2.23 -0.2678
F -4.35 3.71 0.79 -0.2802
O 0.82 -0.52 3.46 -0.6367
Ba 0.31 0.29 -0.37 2.0281
C 4.51 -0.25 5.13 -0.4159
H 6.54 0.44 5.34 0.3627
C -0.98 -2.34 -3.03 0.8664
C -3.63 1.36 -1.04 0.5912
N 1.14 -0.22 2.30 -0.5784
O 0.46 -0.46 -2.76 -0.8392
F -3.53 0.02 -1.02 -0.2353
H -2.28 -3.99 -3.52 0.3143
C 5.73 0.86 3.39 -0.4283
F -2.24 4.12 1.03 -0.2477
C -1.70 -2.92 -5.26 0.1377
O -1.48 1.80 -0.13 -1.1051
C -2.78 1.97 0.12 0.8501
F -2.60 0.04 1.52 -0.2202
C -3.18 1.25 1.45 0.5096
H -1.65 -3.61 -1.44 0.2987
N 2.39 0.08 2.07 1.3289
C -0.21 -1.23 -3.51 0.3214
C -1.71 -3.16 -3.92 -0.7165
H 0.34 -0.21 -5.32 0.3822
C -0.95 -1.85 -5.77 -0.4229
H 6.63 1.33 3.02 0.3298
C -3.13 3.49 0.26 0.5631
H -0.95 -1.67 -6.84 0.3827
C -1.06 -2.70 -1.63 -0.2212
F -3.11 4.09 -0.94 -0.2632
O -0.55 -2.13 -0.67 -0.6689
H 2.50 -0.83 4.67 0.4343
O 2.65 0.42 0.79 -1.0738
C 5.68 0.36 4.68 -0.4670
H 4.46 -0.65 6.14 0.3444
Cl -2.60 -3.95 -6.35 -0.2670
F -2.76 1.95 2.52 -0.2758
C 3.46 0.14 3.01 0.1561
C 4.63 0.75 2.55 -0.3704